*a*
ORCA calculation (the ωB97M-V functional and the def2-TZVPD basis) on the ion C3H5NO2S with charge -2.

Geometry (Å):
1 N -1.0871 0.3202 1.1766
2 C 0.2351 -0.0584 0.4721
3 C 0.4782 0.9574 -0.7590
4 S 1.0441 2.6514 -0.7075
5 C 0.2179 -1.5080 -0.0067
6 O 1.4460 -1.9549 -0.1474
7 O -0.8457 -2.1396 -0.3077
8 H -1.5701 1.0201 0.4985
9 H -1.6961 -0.5762 1.2385
10 H 0.9876 -0.0341 1.3060
11 H -0.4164 0.8777 -1.3875
12 H 1.2063 0.4443 -1.3759

Charge = -2
SMILES string = N[C@H](C[S-])C(=O)[O-]
Multiplicity = 1
E_LUMO = 6.22 eV
HOMO = 0.7184 eV

Atomic partial charges in e from the Löwdin method, atoms 1 to 2: number 1, N, carries -0.06; number 2, C, carries -0.36

=====

*b*
ORCA calculation (the ωB97M-V functional and the def2-TZVPD basis) on the ion C3H5NO2S with charge -2.

Geometry (Å):
1 N 0.0672 1.4703 0.3028
2 C 0.4394 0.0638 0.1878
3 C -0.6558 -0.8811 0.6244
4 S -1.1944 -0.7176 2.3573
5 C 0.7780 -0.1265 -1.3776
6 O 1.7651 -0.8697 -1.5924
7 O 0.0451 0.4455 -2.2133
8 H -0.4881 1.6968 1.1218
9 H -0.3936 1.7694 -0.5421
10 H 1.3695 -0.1255 0.7195
11 H -1.5011 -0.8346 -0.0600
12 H -0.2314 -1.8908 0.4719

Charge = -2
SMILES string = N[C@@H](C[S-])C(=O)[O-]
Multiplicity = 1
E_LUMO = 6.23 eV
HOMO = 0.6594 eV

Atomic partial charges in e from the Löwdin method, atoms 1 to 2: number 1, N, carries -0.01; number 2, C, carries -0.44

=====

Computed relative energies in units of kcal/mol: *a* 18.9; *b* 0.0

=====

*a*
ORCA calculation (the ωB97M-V functional and the def2-TZVPD basis) on the molecule C25H23N3O4S.

Geometry (Å):
1 C 7.5748 3.0994 -1.0108
2 O 8.2136 1.8867 -0.6847
3 C 7.4388 0.8084 -0.3904
4 C 8.1132 -0.3686 -0.0779
5 C 7.4157 -1.5212 0.2345
6 C 6.0308 -1.5227 0.2429
7 O 5.2366 -2.6107 0.5350
8 C 5.8711 -3.8200 0.8728
9 C 5.3465 -0.3356 -0.0702
10 N 3.9503 -0.3977 -0.0523
11 C 3.0467 0.5933 -0.2522
12 O 3.3194 1.7572 -0.4740
13 C 1.6215 0.1357 -0.1570
14 C 1.2055 -1.1451 -0.5349
15 C -0.1262 -1.4886 -0.4512
16 C -1.0657 -0.5702 0.0141
17 C -2.4816 -0.9419 0.1090
18 O -2.9142 -2.0319 -0.1944
19 N -3.3304 0.0545 0.5897
20 C -4.7447 -0.2770 0.6964
21 C -5.4883 0.1298 -0.5738
22 C -6.9576 -0.2014 -0.5815
23 C -7.6221 -0.7703 0.4952
24 C -8.9788 -1.0431 0.4212
25 C -9.6913 -0.7520 -0.7270
26 C -9.0377 -0.1835 -1.8078
27 C -7.6852 0.0875 -1.7326
28 C -2.9262 1.3162 0.9264
29 S -3.9477 2.4935 1.4577
30 N -1.5994 1.6028 0.8182
31 C -0.6520 0.7165 0.3784
32 C 0.6922 1.0645 0.2835
33 C 6.0479 0.8183 -0.3853
34 H 6.9552 2.9982 -1.9069
35 H 8.3767 3.8102 -1.2038
36 H 6.9575 3.4633 -0.1839
37 H 9.1908 -0.3661 -0.0837
38 H 7.9693 -2.4155 0.4704
39 H 5.0677 -4.5275 1.0733
40 H 6.4892 -3.7109 1.7691
41 H 6.4858 -4.1941 0.0484
42 H 3.6077 -1.3168 0.1940
43 H 1.9138 -1.8607 -0.9239
44 H -0.4754 -2.4674 -0.7422
45 H -4.8058 -1.3572 0.8411
46 H -5.1474 0.2508 1.5627
47 H -5.0138 -0.3649 -1.4269
48 H -5.3765 1.2097 -0.7132
49 H -7.0930 -1.0075 1.4046
50 H -9.4794 -1.4862 1.2699
51 H -10.7486 -0.9654 -0.7812
52 H -9.5837 0.0490 -2.7105
53 H -7.1794 0.5320 -2.5784
54 H -1.3281 2.5441 1.0726
55 H 1.0253 2.0571 0.5464
56 H 5.4852 1.7049 -0.6181

Charge = 0
SMILES string = COc1ccc(OC)c(NC(=O)c2ccc3c(=O)n(CCc4ccccc4)c(=S)[nH]c3c2)c1
Multiplicity = 1
E_LUMO = -0.38 eV
HOMO = -7.9917 eV

Atomic partial charges in e from the Löwdin method, atoms 1 to 2: number 1, C, carries -0.08; number 2, O, carries -0.08

=====

*b*
ORCA calculation (the ωB97M-V functional and the def2-TZVPD basis) on the molecule C25H23N3O4S.

Geometry (Å):
1 O 1.7159 0.8291 2.2723
2 C 0.7162 0.6682 1.6311
3 C -0.3274 1.7425 1.3902
4 C -1.6251 1.2017 0.8169
5 S -2.9475 2.4722 0.8975
6 C -4.2370 1.4223 0.3004
7 C -5.5410 1.5899 0.7428
8 C -6.5448 0.7632 0.2742
9 C -6.2480 -0.2419 -0.6334
10 C -4.9534 -0.4054 -1.0888
11 C -3.9373 0.4281 -0.6349
12 N -2.6542 0.3118 -1.1744
13 C -1.5049 0.7833 -0.6366
14 O -0.4739 0.8315 -1.2782
15 O 0.3736 -0.4804 1.0368
16 C 1.3094 -1.5529 1.0796
17 C 2.4050 -1.4115 -0.0083
18 O 3.4703 -1.9755 0.1202
19 N 2.0240 -0.7080 -1.0766
20 C 2.9399 -0.3856 -2.1471
21 C 2.9883 1.1276 -2.3775
22 C 3.1877 1.8972 -1.0982
23 C 2.3361 2.9468 -0.7806
24 C 2.4995 3.6610 0.3942
25 C 3.5113 3.3238 1.2750
26 C 4.3641 2.2782 0.9680
27 C 4.2080 1.5744 -0.2120
28 C 0.6052 -2.8513 0.8154
29 C 1.1947 -4.0591 1.1738
30 C 0.5399 -5.2382 0.8632
31 C -0.6801 -5.1639 0.2068
32 N -1.2445 -4.0209 -0.1443
33 C -0.6138 -2.8983 0.1466
34 H 0.1213 2.4593 0.6963
35 H -0.5074 2.2604 2.3340
36 H -1.9868 0.3508 1.4047
37 H -5.7533 2.3746 1.4517
38 H -7.5566 0.8997 0.6221
39 H -7.0270 -0.8953 -0.9938
40 H -4.7165 -1.1782 -1.8048
41 H -2.5840 -0.0914 -2.1006
42 H 1.8198 -1.5624 2.0504
43 H 1.1332 -0.2222 -1.0874
44 H 2.6177 -0.8884 -3.0661
45 H 3.9161 -0.7815 -1.8597
46 H 3.8005 1.3464 -3.0760
47 H 2.0501 1.4446 -2.8372
48 H 1.5362 3.2049 -1.4618
49 H 1.8327 4.4808 0.6243
50 H 3.6320 3.8705 2.1979
51 H 5.1529 2.0061 1.6528
52 H 4.8816 0.7613 -0.4376
53 H 2.1526 -4.0634 1.6718
54 H 0.9671 -6.1937 1.1238
55 H -1.2326 -6.0562 -0.0559
56 H -1.1060 -1.9865 -0.1630

Charge = 0
SMILES string = O=C(C[C@H]1Sc2ccccc2NC1=O)O[C@H](C(=O)NCCc1ccccc1)c1cccnc1
Multiplicity = 1
E_LUMO = 0.44 eV
HOMO = -8.8120 eV

Atomic partial charges in e from the Löwdin method, atoms 1 to 2: number 1, O, carries 0.15; number 2, C, carries -0.45

=====

Computed relative energies in units of kcal/mol: *a* 15.9; *b* 0.0

=====

*a*
ORCA calculation (the ωB97M-V functional and the def2-TZVPD basis) on the ion C4H11N2OS with charge +1.

Geometry (Å):
1 C 1.4357 0.0095 2.1008
2 N 0.0754 -0.4797 1.9625
3 C -0.7081 -0.4468 0.9097
4 O -1.8167 -0.9371 0.9838
5 C -0.4765 0.3763 -0.4267
6 N -1.8848 0.6165 -0.8800
7 C 0.5440 -0.4040 -1.3570
8 S 0.1670 -0.0461 -3.1466
9 H 1.7502 0.4688 1.1281
10 H 2.2541 -0.6669 2.4005
11 H 1.6532 0.7781 2.8126
12 H -0.1982 -1.1391 2.8124
13 H 0.1457 1.3656 -0.2795
14 H -2.4344 1.0341 -0.0600
15 H -2.2069 -0.2222 -1.3357
16 H -1.5829 1.3503 -1.7426
17 H 0.3738 -1.5233 -1.0474
18 H 1.5185 -0.2184 -1.0678
19 H 1.3908 0.0845 -3.7673

Charge = +1
SMILES string = CNC(=O)[C@H]([NH3+])CS
Multiplicity = 1
E_LUMO = -3.45 eV
HOMO = -13.5722 eV

Atomic partial charges in e from the Löwdin method, atoms 1 to 2: number 1, C, carries -0.06; number 2, N, carries 0.05

=====

*b*
ORCA calculation (the ωB97M-V functional and the def2-TZVPD basis) on a structure of composition C4H11N2OS.

Geometry (Å):
1 C -0.3336 -0.0863 -0.2501
2 C 1.6990 1.5589 0.9753
3 C -0.3842 -1.8062 -0.0855
4 C 0.3691 1.6205 0.3328
5 N 0.3827 -0.8168 -1.1529
6 N -1.4210 -2.4986 -0.6722
7 O -1.5544 0.2684 -0.7410
8 S -0.8814 2.3395 1.3071
9 H 2.4631 1.0039 0.3973
10 H 1.6441 1.3710 2.0072
11 H 2.0932 2.6472 0.9893
12 H 0.3674 -2.3757 0.4173
13 H 0.3458 2.0219 -0.6990
14 H -0.0314 -0.9184 -2.0989
15 H 1.3963 -0.6879 -1.1305
16 H -1.2365 -3.3436 -1.0906
17 H -2.3032 -2.0471 -0.7046
18 H -2.3312 -0.2141 -0.3828
19 H -0.2838 1.9633 2.5817

Charge = +1
Multiplicity = 1
E_LUMO = -3.05 eV
HOMO = -12.8255 eV

Atomic partial charges in e from the Löwdin method, atoms 1 to 2: number 1, C, carries -0.35; number 2, C, carries -0.16

=====

Computed relative energies in units of kcal/mol: *a* 0.0; *b* 49.8

=====

*a*
ORCA calculation (the ωB97M-V functional and the def2-TZVPD basis) on the molecule C2H2INO2.

Geometry (Å):
1 O 0.5085 -2.1511 -0.1793
2 C -0.3648 -1.3602 -0.2501
3 N -0.2371 0.0597 0.2015
4 O -1.3381 0.6753 0.1969
5 C 0.8555 0.6606 0.6282
6 I 2.7423 -0.1813 0.5073
7 H -1.4138 -1.5136 -0.5240
8 H 0.7974 1.7154 0.8404

Charge = 0
SMILES string = O=C/[N+]([O-])=C\I
Multiplicity = 1
E_LUMO (spin up / spin down) = -0.80 / -0.80 eV
HOMO (spin up / spin down) = -8.8957 / -8.8945 eV

Atomic partial charges in e from the Löwdin method, atoms 1 to 2: number 1, O, carries 0.05; number 2, C, carries -0.19

=====

*b*
ORCA calculation (the ωB97M-V functional and the def2-TZVPD basis) on the molecule C2H2INO2.

Geometry (Å):
1 O -2.4790 -1.2964 -0.0117
2 C -1.4541 -0.8835 -0.3524
3 O -0.4671 -0.5007 0.4591
4 N 0.6623 -0.4085 -0.2908
5 C 1.6346 -0.1258 0.4279
6 I 3.5329 0.0776 -0.3540
7 H -1.2533 -0.8975 -1.3448
8 H 1.6278 -0.0366 1.5504

Charge = 0
SMILES string = O=CO/N=C/I
Multiplicity = 1
E_LUMO = 0.18 eV
HOMO = -10.0076 eV

Atomic partial charges in e from the Löwdin method, atoms 1 to 2: number 1, O, carries 0.15; number 2, C, carries -0.38

=====

Computed relative energies in units of kcal/mol: *a* 16.4; *b* 0.0

=====

*a*
ORCA calculation (the ωB97M-V functional and the def2-TZVPD basis) on the molecule C10H11NO2.

Geometry (Å):
1 O -0.7685 2.8833 -0.0909
2 C -1.4594 1.8291 0.6375
3 C -1.1683 0.3231 0.1327
4 C 0.5415 0.0346 0.1139
5 C 1.3047 -0.3487 1.2125
6 C 2.6569 -0.6843 1.0985
7 C 3.2667 -0.4441 -0.0889
8 C 2.6214 0.0505 -1.2336
9 C 1.2493 0.2750 -1.0680
10 N -1.6274 -0.5542 1.1431
11 C -2.3354 -1.4230 0.6070
12 C -2.2340 -1.2829 -0.8997
13 O -1.7001 -0.0384 -1.0740
14 H -1.1205 2.9036 -1.0150
15 H -1.2341 2.0089 1.5873
16 H -2.5567 1.8931 0.6204
17 H 0.7432 -0.4868 2.1505
18 H 3.2037 -1.1808 1.8835
19 H 4.2857 -0.6259 -0.0899
20 H 3.0782 0.1895 -2.1420
21 H 0.4684 0.6216 -1.8384
22 H -2.7796 -2.3070 0.9372
23 H -1.3573 -2.1176 -1.0969
24 H -3.0784 -1.5185 -1.4868

Charge = 0
SMILES string = OC[C@@]1(c2ccccc2)N=CCO1
Multiplicity = 1
E_LUMO = 0.75 eV
HOMO = -9.1072 eV

Atomic partial charges in e from the Löwdin method, atoms 1 to 2: number 1, O, carries -0.06; number 2, C, carries -0.11

=====

*b*
ORCA calculation (the ωB97M-V functional and the def2-TZVPD basis) on the molecule C10H11NO2.

Geometry (Å):
1 C -2.7682 -2.3097 -0.2184
2 C -3.5698 -1.1390 -0.1512
3 C -1.4410 -1.8729 -0.0388
4 C -2.6973 -0.0555 0.0597
5 C -2.9043 1.5408 0.2542
6 C 1.9288 0.6909 0.4691
7 C 1.5591 0.9221 -0.9549
8 C 0.7488 -0.0436 1.1365
9 C 0.0563 1.2657 -0.7572
10 C -0.3580 0.3235 0.2221
11 N -1.4346 -0.4578 0.0670
12 O -3.8091 2.0116 -0.4035
13 O -2.1058 1.9234 1.1295
14 H -3.2745 -3.2284 -0.5522
15 H -4.6369 -1.1712 -0.0893
16 H -0.5153 -2.3504 -0.1687
17 H 2.8850 0.2786 0.5404
18 H 1.8855 1.7734 0.9069
19 H 2.2795 1.6185 -1.3189
20 H 1.5417 0.1835 -1.7477
21 H 0.8522 -1.1037 1.1687
22 H 0.5737 0.5154 2.1806
23 H -0.0848 2.2284 -0.3416
24 H -0.4587 1.3004 -1.6771

Charge = 0
Multiplicity = 1
E_LUMO (spin up / spin down) = -1.95 / -1.94 eV
HOMO (spin up / spin down) = -8.4711 / -8.4713 eV

Atomic partial charges in e from the Löwdin method, atoms 1 to 2: number 1, C, carries -0.05; number 2, C, carries 0.00

=====

*c*
ORCA calculation (the ωB97M-V functional and the def2-TZVPD basis) on a structure of composition C10H11NO2.

Geometry (Å):
1 C -1.2683 -1.8401 -0.0743
2 C -1.3646 -0.3224 -0.0003
3 C -2.5537 0.4045 0.3245
4 C -2.5574 1.8720 0.3017
5 C -1.3544 2.5651 0.0406
6 C -0.2628 1.7746 -0.3364
7 C -0.1500 0.3971 -0.3701
8 C 2.0621 0.2741 -0.2413
9 C 3.1359 -0.7702 -0.2427
10 C 4.0562 -1.1474 0.6320
11 H -3.9839 -3.1781 -0.2978
12 H -0.2454 -1.6342 0.0670
13 H -3.4897 -0.4354 0.6899
14 H -3.7102 2.5506 0.3547
15 H -1.5658 3.8445 -0.1664
16 H 0.6688 2.4359 -0.4894
17 H 2.6370 0.8472 -0.7680
18 H 2.1809 0.6962 0.5512
19 H 3.1785 -1.3138 -1.3203
20 H 4.5259 -0.2047 1.5586
21 H 4.7314 -1.8458 0.6693
22 N -2.1624 -2.6909 0.0356
23 O -3.4133 -2.0802 -0.2119
24 O 0.9053 -0.1986 -0.7061

Charge = 0
Multiplicity = 1
E_LUMO = 0.51 eV
HOMO = -8.6280 eV

Atomic partial charges in e from the Löwdin method, atoms 1 to 2: number 1, C, carries -0.11; number 2, C, carries -0.11

=====

Computed relative energies in units of kcal/mol: *a* 0.0; *b* 27.2; *c* 222.9